A:
{"formula": "C2H2Cl3P", "method": "the ωB97M-V functional and the def2-TZVPD basis", "homo_lumo_gap_ha": [0.32815, 0.14410], "spin_multiplicity": 1, "e_homo_ev": [-10.05, -7.87], "lumo_energy_ev": [-1.12, -3.95], "species": ["C", "C", "P", "Cl", "Cl", "Cl", "H", "H"], "xyz": [[-0.753, -0.765, -0.142], [0.352, -0.008, -0.009], [1.860, -1.032, 0.147], [0.383, 1.742, -0.106], [3.351, 0.071, 0.029], [-2.879, 1.961, 0.239], [-0.695, -1.829, -0.159], [-1.620, -0.138, 0.002]], "lowdin_charge": [-0.129, -1.057, 0.351, 0.546, 0.212, 0.085, 0.042, -0.049]}

---

B:
{"formula": "C2H2Cl3P", "method": "the ωB97M-V functional and the def2-TZVPD basis", "homo_lumo_gap_ha": 0.27578, "spin_multiplicity": 1, "e_homo_ev": -8.65, "lumo_energy_ev": -1.14, "species": ["C", "C", "P", "Cl", "Cl", "Cl", "H", "H"], "xyz": [[1.739, -0.308, -0.117], [-1.724, 0.631, 0.450], [0.464, -0.313, -1.205], [-2.422, 1.810, -0.569], [-0.315, -2.140, -1.026], [-2.181, 0.766, 2.027], [2.061, 0.736, 0.127], [2.377, -1.182, 0.313]], "lowdin_charge": [-0.467, -1.152, 0.371, 0.513, 0.117, 0.604, -0.018, 0.032]}

---

Computed energies relative to the best structure, in hartree: A 0.0000; B 0.0153

---

A:
{"formula": "C3H6ClN", "method": "the ωB97M-V functional and the def2-TZVPD basis", "smiles": "N[C@@H]1C[C@@H]1Cl", "homo_lumo_gap_ha": 0.35514, "spin_multiplicity": 1, "e_homo_ev": -8.66, "lumo_energy_ev": 1.01, "species": ["N", "C", "C", "C", "Cl", "H", "H", "H", "H", "H", "H"], "xyz": [[1.545, -1.165, 0.141], [1.191, 0.100, -0.271], [0.687, 1.297, 0.474], [-0.215, 0.675, -0.491], [-1.553, -0.336, 0.069], [1.612, -1.893, -0.603], [1.002, -1.568, 0.930], [1.840, 0.315, -1.146], [0.513, 1.201, 1.599], [1.175, 2.207, 0.181], [-0.538, 1.173, -1.389]], "lowdin_charge": [0.019, -0.442, -0.142, -0.661, 0.580, 0.102, 0.084, 0.145, 0.138, 0.095, 0.083]}

---

B:
{"formula": "C3H6ClN", "method": "the ωB97M-V functional and the def2-TZVPD basis", "homo_lumo_gap_ha": 0.38791, "spin_multiplicity": 1, "e_homo_ev": -9.58, "lumo_energy_ev": 0.98, "species": ["C", "C", "C", "H", "H", "H", "H", "H", "H", "N", "Cl"], "xyz": [[-0.765, 0.019, 0.395], [0.221, 1.017, -0.206], [0.257, -0.944, -0.185], [-0.758, 0.069, 1.460], [0.424, 1.950, 0.341], [-0.186, 1.270, -1.198], [1.660, -0.083, 0.609], [-0.069, -1.404, -1.105], [0.352, -1.886, 0.334], [1.267, -0.003, -0.267], [-2.403, -0.003, -0.177]], "lowdin_charge": [-0.711, -0.214, -0.313, 0.089, 0.119, 0.111, 0.075, 0.107, 0.115, -0.004, 0.626]}

---

Computed energies relative to the best structure, in hartree: A 0.0000; B 0.0132